ORCA calculation (wB97M-V/def2-TZVPD) on a cluster of 16 separate species, C57H95ClI2N19O in total at a distorted geometry.

```
175
Properties=species:S:1:pos:R:3:mulliken_charge:R:1
C -0.2441 6.2934 2.0132 -1.1566
C -1.0989 5.1489 1.2842 1.2004
C -1.3241 3.8165 2.1645 -0.5241
C -2.8951 3.4357 2.1203 0.5242
C -3.3131 2.1986 3.0629 -0.5519
C -3.1474 0.7516 2.3859 -0.5972
C -3.6904 0.6555 0.8789 -0.5922
C -2.4775 0.9303 -0.1813 -0.2327
C -2.9487 1.8719 -1.3912 -0.6131
C -1.7928 2.9594 -1.6866 1.2945
C -2.1415 3.8869 -2.9793 -0.4746
C -1.1696 3.4065 -4.1703 -0.4888
C 0.1883 4.2499 -4.2925 -0.6315
C 1.3312 3.8350 -3.2463 0.1953
C 1.8003 2.3000 -3.3366 0.0947
C 2.7969 1.9903 -4.5492 -0.7464
C 3.4859 0.5382 -4.5041 -0.0117
C 2.6769 -0.5750 -3.6756 0.0540
C 2.8350 -2.0382 -4.3883 -0.7053
C 3.8416 -3.0221 -3.6149 -0.7327
N 3.0594 -3.9215 -2.6799 0.0111
C 2.8579 -3.6049 -1.3778 0.2110
N 3.3749 -2.4132 -0.7311 -0.3902
C 2.8989 -2.4602 0.6261 0.1839
C 3.0738 -1.4563 1.8479 -0.7620
C 4.4184 -1.6746 2.6973 -0.3284
C 4.4921 -0.4316 3.7506 -0.8396
I 5.7102 -0.8974 5.5035 0.0390
N 2.1407 -3.6743 0.7964 -0.0953
Cl 1.3635 -4.2529 2.2171 0.0680
N 2.1012 -4.3582 -0.3896 0.4360
C 1.3881 -5.6493 -0.6660 -0.2730
C -0.0942 -5.2093 -1.1830 0.3913
O -0.5477 -4.1158 -0.7467 -0.4869
I -1.2657 -6.4672 -2.5467 0.0798
H -0.5045 7.2858 1.4769 0.3078
H -0.5263 6.4570 3.1149 0.3959
H 0.8879 6.1601 1.8544 0.1380
H -2.1066 5.5405 0.8722 -0.3334
H -0.4914 4.8426 0.3485 -0.5927
H -1.0426 4.0669 3.2441 0.4669
H -0.6350 2.9878 1.7878 0.0696
H -3.2727 3.3415 1.0356 -0.6963
H -3.4435 4.3611 2.5505 0.3745
H -4.3602 2.3839 3.5069 0.0328
H -2.5878 2.2226 3.9643 0.3302
H -2.0677 0.3367 2.4440 0.2014
H -3.7877 0.0153 3.0120 0.3148
H -4.1112 -0.3739 0.6111 0.3863
H -4.5151 1.4425 0.7220 0.2028
H -1.6675 1.4808 0.4194 -0.1183
H -2.0276 -0.0705 -0.5045 0.4637
H -3.2124 1.2260 -2.3050 0.4023
H -3.9139 2.4671 -1.1564 0.1760
H -0.7655 2.4764 -1.8777 0.0520
H -1.7996 3.6691 -0.7857 -1.4327
H -3.2322 3.6885 -3.3063 0.3979
H -2.0812 5.0018 -2.7504 0.1993
H -1.7575 3.5927 -5.1500 0.1365
H -1.0281 2.2728 -4.1053 0.1654
H 0.5391 4.2688 -5.3926 0.1534
H -0.0892 5.3487 -4.0533 0.2944
H 2.2370 4.5264 -3.4616 0.3216
H 1.0073 4.0956 -2.1715 -0.3512
H 0.8558 1.6461 -3.3720 -0.0477
H 2.3438 2.0630 -2.3496 0.1032
H 3.6574 2.7611 -4.4611 0.1960
H 2.2935 2.1991 -5.5561 0.2650
H 3.5761 0.1849 -5.6014 0.3959
H 4.5830 0.6315 -4.1202 -0.3887
H 1.5536 -0.3961 -3.6005 0.0889
H 3.1702 -0.6545 -2.6455 0.1272
H 3.1757 -1.9191 -5.4822 0.4247
H 1.8199 -2.5859 -4.4477 0.3043
H 4.3250 -3.7002 -4.4176 0.3172
H 4.6932 -2.4889 -3.0722 0.3869
H 2.6247 -4.8071 -2.9877 0.2117
H 3.0164 -0.3772 1.4538 0.3341
H 2.1949 -1.6010 2.5723 0.3340
H 4.4754 -2.6845 3.2270 0.3972
H 5.3678 -1.5648 2.0488 0.3129
H 4.9585 0.4500 3.1986 0.2754
H 3.4172 -0.1610 4.0185 0.4390
H 1.9419 -6.2907 -1.4366 0.3321
H 1.2625 -6.2710 0.2893 -0.0291
C -7.9220 1.6717 4.8558 -0.9193
C -7.1569 2.1513 3.6625 0.5059
N -6.5600 2.5373 2.7189 -0.4624
H -8.9777 1.5667 4.6012 0.3267
H -7.5355 0.7056 5.1844 0.3298
H -7.8223 2.3898 5.6712 0.2811
C 4.2103 7.0703 0.0228 -0.5465
C 2.8575 6.6443 -0.4633 0.4151
N 1.7916 6.3086 -0.8463 -0.3912
H 4.1275 7.4954 1.0246 0.2823
H 4.8814 6.2102 0.0541 -0.0164
H 4.6273 7.8219 -0.6493 0.2973
C -4.4803 -4.6153 -1.3272 -0.3438
C -5.8388 -4.9894 -0.8152 0.2442
N -6.9082 -5.2846 -0.4118 -0.4143
H -3.9528 -4.0198 -0.5800 0.2222
H -3.9019 -5.5170 -1.5377 -0.0339
H -4.5768 -4.0315 -2.2441 0.3001
C 3.3567 -0.3057 8.5572 -0.6046
C 2.8821 0.0908 9.9229 0.2029
N 2.5087 0.4030 10.9979 -0.3801
H 2.6718 0.0796 7.8000 0.2617
H 4.3522 0.1024 8.3773 0.1987
H 3.3982 -1.3933 8.4798 0.2900
C 5.7027 2.5233 0.2207 -0.4348
C 6.2823 3.8927 0.0405 0.2852
N 6.7381 4.9712 -0.1056 -0.5115
H 5.2540 2.1847 -0.7151 0.0745
H 6.4883 1.8241 0.5128 0.2997
H 4.9359 2.5449 0.9973 0.2679
C -0.5800 -8.2378 1.4513 -0.4443
C -0.8770 -9.1486 0.2991 0.3282
N -1.1120 -9.8615 -0.6127 -0.4337
H -0.4884 -7.2091 1.0968 0.0097
H -1.3865 -8.2901 2.1848 0.3614
H 0.3559 -8.5352 1.9278 0.3018
C 3.2101 -9.5566 -0.6668 -0.9714
C 2.7212 -9.1449 0.6888 0.5021
N 2.3339 -8.8219 1.7582 -0.5862
H 2.5227 -9.1955 -1.4349 0.2577
H 4.2003 -9.1366 -0.8475 0.3532
H 3.2692 -10.6425 -0.7251 0.3270
C -9.3479 5.3412 1.9075 -0.6293
C -9.8254 5.0465 3.2976 0.2910
N -10.2068 4.8199 4.3940 -0.4161
H -8.8991 4.4465 1.4724 0.2372
H -10.1873 5.6576 1.2863 0.3337
H -8.6027 6.1378 1.9328 0.1880
C 4.4660 -12.8231 1.6646 -0.8266
C 5.0728 -12.0060 0.5636 0.4543
N 5.5511 -11.3622 -0.3038 -0.4718
H 3.6959 -13.4803 1.2574 0.2824
H 5.2360 -13.4300 2.1433 0.3299
H 4.0160 -12.1650 2.4098 0.2793
C 7.8320 -0.1020 -4.8772 -0.8633
C 7.3523 0.3024 -3.5155 0.4280
N 6.9738 0.6209 -2.4430 -0.4234
H 7.1441 0.2704 -5.6382 0.2788
H 8.8242 0.3138 -5.0593 0.3337
H 7.8835 -1.1898 -4.9445 0.2767
C -3.0826 1.5232 -7.9659 -0.8373
C -3.5433 1.9217 -6.5961 0.4283
N -3.9049 2.2367 -5.5175 -0.3995
H -3.7891 1.8850 -8.7145 0.2920
H -2.0997 1.9530 -8.1661 0.2741
H -3.0171 0.4361 -8.0334 0.2679
C -9.4077 -6.2715 -2.8690 -0.5864
C -9.7058 -7.1771 -4.0264 0.2717
N -9.9402 -7.8898 -4.9378 -0.3731
H -9.3153 -5.2417 -3.2177 0.2501
H -10.2137 -6.3281 -2.1360 0.2651
H -8.4727 -6.5717 -2.3937 0.1616
C -5.2276 5.8578 0.2347 -0.5157
C -4.2282 6.2386 -0.8165 0.4015
N -3.4407 6.5379 -1.6441 -0.5359
H -5.0052 6.3828 1.1652 0.2659
H -6.2326 6.1265 -0.0951 0.3891
H -5.1867 4.7819 0.4140 0.0019
C 2.1436 7.8026 -4.8372 -0.7402
C 1.8259 6.9000 -5.9913 0.4580
N 1.5754 6.1885 -6.8995 -0.5031
H 2.2268 8.8336 -5.1848 0.3580
H 1.3511 7.7412 -4.0893 0.2587
H 3.0882 7.5027 -4.3809 0.2241
C 2.9078 -0.5719 14.0802 -0.6119
C 3.7445 -0.3845 15.3105 0.2790
N 4.4033 -0.2367 16.2790 -0.3825
H 3.1437 -1.5295 13.6134 0.2470
H 1.8495 -0.5559 14.3451 0.2678
H 3.1085 0.2296 13.3689 0.2214
```

Computed properties:
HOMO energy (Ha): -0.40060
Gap between HOMO and LUMO (eV): 7.128
LUMO level (eV): -3.772
Charge: +1